# 1
Computed, not measured: the molecule C6H9N, with ωB97M-V with the def2-TZVPD basis set.

Geometry (Å):
H1 1.313 0.623 -1.927
H2 -2.091 0.064 0.093
H3 -0.673 -2.455 1.096
C1 -1.234 0.516 0.427
C2 0.914 0.406 1.449
H4 0.351 2.010 -2.029
C3 0.378 0.964 -1.771
C4 -0.027 -1.907 0.395
H5 1.032 -2.138 0.528
C5 -0.074 -0.521 0.804
H6 -0.445 0.510 -2.314
C6 -0.040 0.905 -0.334
H7 -0.380 -1.940 -0.684
H8 -1.434 1.238 1.184
H9 1.444 0.280 2.367
N1 0.966 1.444 0.717

* ΔE to the lowest compared entry with this formula, charge and spin: 4.2173 eV
* total energy: -288.627060 a.u.
* Kohn-Sham gap: 8.4 eV
* lowest unoccupied orbital energy: 0.98 eV

***

# 2
Computed, not measured: a cluster of 2 separate species, C9H15N2O2 in total, with ωB97M-V with the def2-TZVPD basis set.

Geometry (Å):
C1 -1.517 -0.470 -0.838
H1 -0.523 -3.282 -0.045
H2 -0.537 3.710 0.243
N1 0.591 1.870 0.518
H3 -1.547 0.589 -1.246
H4 -1.443 -1.655 2.678
H5 3.190 2.189 -1.224
N2 2.173 2.189 -0.879
H6 2.162 0.332 0.117
C2 -0.501 -2.839 -1.068
H7 -0.634 -0.660 3.932
O1 0.412 -0.915 -2.133
C3 1.652 1.353 -0.011
H8 0.716 -0.733 1.771
H9 -2.108 0.062 2.998
C4 -0.572 -1.355 -1.389
C5 0.243 3.035 -0.165
H10 -2.365 -0.754 -0.373
H11 -1.190 1.801 1.587
H12 -1.530 -3.253 -1.533
C6 -0.143 -0.049 1.918
C7 -0.291 1.206 1.420
C8 -1.141 -0.555 2.884
H13 1.465 3.929 -1.777
H14 0.434 -3.861 -2.507
O2 0.663 -3.338 -1.628
C9 1.301 3.251 -0.992
H15 1.042 -1.796 -2.257

* ΔE to the lowest compared entry with this formula, charge and spin: 3.3135 eV
* net charge: +1
* total energy: -611.577332 a.u.
* Kohn-Sham gap: 7.9 eV
* lowest unoccupied orbital energy: -3.10 eV

***

# 3
Computed, not measured: a structure of composition C26H21N8NiO2S3Se, with ωB97M-V with the def2-TZVPD basis set.

Geometry (Å):
N1 2.179 -4.117 4.116
C1 3.850 -0.452 -1.611
C2 -0.624 -3.920 1.709
H1 -2.825 1.833 -2.968
O1 -2.943 -2.799 0.187
N2 1.364 0.099 -5.100
C3 1.121 -2.215 3.040
H2 0.406 -5.511 2.716
C4 -0.251 -4.721 -2.241
C5 -1.498 2.021 0.141
H3 3.850 -0.049 0.511
C6 1.879 0.274 -2.733
N3 2.116 0.607 -0.368
H4 4.347 1.225 4.803
H5 -1.304 -4.564 1.170
C7 0.403 -3.042 -3.730
H6 3.749 2.699 5.559
C8 0.153 -1.700 2.200
H7 0.861 -2.682 -4.650
H8 -1.742 2.256 1.167
C9 -0.807 1.368 -2.416
C10 1.297 2.529 4.107
C11 -0.617 -2.518 -1.739
S1 -1.874 -1.848 0.382
C12 -0.713 -2.550 1.525
C13 0.782 3.202 5.346
C14 3.447 1.731 5.153
N4 -0.049 -2.111 -2.913
C15 0.337 -4.439 2.563
N5 -1.028 -1.523 -0.940
C16 0.323 -4.401 -3.462
N6 -1.045 1.062 -4.815
C17 3.132 -0.323 -2.782
H9 -0.338 -5.760 -1.930
C18 1.224 -3.593 3.227
C19 2.462 1.882 4.021
Se1 -0.042 0.439 -6.163
H10 0.693 -5.152 -4.145
C20 1.010 0.427 -3.895
H11 -3.467 2.378 -0.605
C21 0.074 1.284 -1.350
C22 3.311 0.028 -0.425
H12 4.823 -0.923 -1.598
Ni1 1.237 1.472 1.174
N7 -0.247 1.657 -0.099
N8 -0.708 -3.827 -1.387
H13 3.033 1.140 5.974
S2 0.246 2.603 2.704
H14 -0.091 2.675 5.740
H15 1.800 -1.536 3.545
C23 -2.109 1.790 -2.158
C24 -2.457 2.099 -0.865
H16 0.469 4.226 5.129
H17 2.972 -3.509 4.252
H18 1.541 3.235 6.129
H19 0.067 -0.628 2.072
S3 2.899 1.125 2.500
H20 2.477 -5.052 3.883
C25 -0.332 0.966 -3.735
O2 -2.245 -0.566 0.944
C26 1.405 0.715 -1.502
H21 3.509 -0.687 -3.728

* net charge: -1
* total energy: -6696.397564 a.u.
* Kohn-Sham gap: 5.7 eV
* lowest unoccupied orbital energy: 1.56 eV

***

# 4
Computed, not measured: the molecule C12H23N3O3, with ωB97M-V with the def2-TZVPD basis set.

Geometry (Å):
H1 3.511 -0.460 1.163
H2 -3.450 -3.121 4.553
H3 -3.294 -2.301 2.192
H4 -1.115 1.637 2.348
H5 1.598 1.622 -4.543
H6 -0.141 4.262 -1.556
H7 1.091 0.005 -4.375
C1 1.555 0.765 -3.872
H8 -2.737 -0.457 0.917
N1 1.806 -0.451 -0.954
C2 -0.268 3.179 -1.436
H9 1.087 3.181 -3.194
H10 -1.722 -2.568 4.909
C3 2.161 -1.475 -0.159
H11 -1.186 2.738 -1.776
H12 -2.096 -3.946 4.045
H13 0.280 -1.046 -2.148
H14 -0.045 2.716 -0.364
O1 -1.778 0.133 -1.359
C4 0.541 -0.153 -1.658
O2 1.489 -2.546 -0.258
H15 4.220 -1.382 -0.297
N2 -0.621 -0.129 0.560
H16 2.636 0.052 -1.141
C5 -1.536 -1.320 2.597
O3 -0.408 -1.194 3.044
C6 0.652 1.014 -2.684
C7 0.874 2.532 -2.322
H17 0.218 -0.414 1.147
C8 -2.002 1.149 1.921
H18 3.813 -2.165 1.080
H19 1.719 2.632 -1.536
C9 -1.812 -0.335 1.409
N3 -2.495 -2.227 2.877
C10 3.551 -1.303 0.490
C11 -0.706 -0.019 -0.784
H20 -2.806 1.157 2.619
H21 2.539 0.492 -3.519
C12 -2.472 -3.021 4.125
H22 -0.352 0.938 -3.197
H23 -2.300 1.827 1.136

* ΔE to the lowest compared entry with this formula, charge and spin: 3.0208 eV
* total energy: -860.986714 a.u.
* Kohn-Sham gap: 9.8 eV
* lowest unoccupied orbital energy: 0.74 eV

***

# 5
Computed, not measured: a cluster of 16 separate species, C78H125F7O9 in total, with ωB97M-V with the def2-TZVPD basis set.

Geometry (Å):
C1 0.014 3.244 3.298
H1 2.000 -4.113 -6.557
C2 0.230 -5.926 -1.651
C3 0.579 -1.498 4.500
C4 3.166 -5.061 0.710
H2 2.788 -0.691 3.629
O1 -0.910 2.584 4.184
H3 1.267 -3.539 4.365
C5 5.338 -3.439 1.125
H4 -2.192 -2.470 -5.273
H5 -4.385 1.083 -2.991
C6 0.971 -1.475 -0.216
H6 2.731 6.809 0.269
H7 1.041 -5.806 -2.361
C7 -1.943 3.368 4.659
H8 1.197 7.790 -1.118
H9 3.150 0.029 6.030
C8 -2.678 -3.029 2.332
O2 -2.643 2.684 -5.541
H10 -1.589 -6.707 6.323
C9 1.050 2.279 2.721
C10 -2.885 2.471 5.472
H11 -2.434 3.762 3.736
C11 -2.835 1.449 -6.120
F1 2.779 5.019 -3.585
C12 0.009 -7.116 -0.992
C13 4.763 2.320 1.851
H12 -5.254 -6.699 2.019
C14 -5.190 -5.661 1.723
C15 3.396 6.300 0.964
C16 -4.386 2.073 -2.573
H13 0.215 6.194 0.818
C17 3.726 -4.363 -0.353
H14 -0.470 8.261 -1.496
H15 0.789 -0.095 -7.161
H16 -2.424 2.624 0.879
H17 2.825 2.539 -4.023
C18 1.409 -2.290 1.018
C19 0.797 -2.780 4.973
H18 4.973 -3.738 3.245
H19 -3.285 3.401 -1.179
H20 -2.863 0.675 -5.329
C20 0.105 7.281 4.293
H21 1.559 2.800 1.900
H22 1.894 6.351 -5.521
C21 -3.336 2.368 -1.500
H23 -2.421 4.606 -3.905
H24 0.744 -2.213 1.861
O3 1.723 6.629 2.713
C22 3.784 -0.480 3.999
H25 1.529 -1.767 -1.067
C23 0.638 -1.998 -4.345
C24 -0.298 -6.133 3.260
H26 -2.901 -6.275 0.525
C25 0.053 -7.415 2.885
H27 -3.471 -1.621 3.775
H28 3.050 -5.356 2.872
H29 4.444 6.447 0.706
H30 0.669 -7.976 -1.129
C26 0.362 -3.150 6.206
H31 -0.072 -1.640 -0.479
H32 2.207 7.474 4.424
C27 -0.654 -4.865 -1.466
C28 -1.756 -4.872 -0.619
C29 1.171 -3.147 -4.808
C30 0.160 7.872 -0.724
H33 0.616 -7.551 1.957
H34 1.814 -2.155 -7.984
C31 0.941 -0.934 -6.489
C32 1.422 4.704 -6.950
F2 0.149 0.241 -4.659
H35 -0.636 6.500 4.048
H36 -0.040 -9.468 3.417
H37 -1.859 5.317 1.601
H38 3.792 6.038 3.003
H39 1.761 0.246 -1.992
H40 1.415 -3.334 0.685
C33 4.955 0.967 -3.791
C34 -2.279 5.512 0.600
C35 1.509 -2.102 -6.962
C36 -2.632 -2.324 3.711
H41 4.264 -1.986 -5.228
H42 -4.030 0.493 -7.504
C37 4.703 -4.027 2.235
C38 -1.134 -6.909 5.349
H43 1.390 2.834 -8.026
H44 3.189 5.233 0.886
H45 0.725 1.355 2.291
H46 6.204 -2.825 1.353
H47 -6.084 -1.639 -1.051
H48 -4.316 2.831 -3.337
C39 4.771 0.026 -4.765
H49 -1.363 -8.172 0.182
C40 0.008 -0.551 5.304
C41 -0.299 6.511 -0.138
O4 1.206 -0.095 -0.034
H50 4.323 3.078 2.569
C42 1.511 6.729 4.064
H51 0.502 2.431 -0.108
H52 -1.717 -1.731 3.721
C43 4.105 -1.617 -3.140
H53 -6.190 -5.174 1.767
O5 -4.369 -3.077 -2.674
H54 -2.492 -2.258 1.604
H55 -4.167 5.674 -0.278
C44 -2.519 1.515 0.620
H56 -3.354 1.745 4.867
H57 -4.857 -5.696 0.703
C45 -2.978 0.690 1.800
H58 1.738 5.781 4.639
H59 -4.193 2.245 -7.531
H60 4.386 2.590 0.833
C46 4.914 -3.621 -0.165
H61 -2.626 -3.046 4.587
H62 -1.390 2.093 -4.030
H63 5.841 2.420 1.859
H64 0.308 -1.800 -3.377
H65 -4.162 4.886 1.238
H66 -0.017 0.533 -1.671
H67 -3.765 -4.262 -4.187
F3 5.406 2.172 -4.051
H68 -1.957 4.657 -0.008
H69 0.177 8.704 0.026
H70 4.094 -0.763 -1.053
H71 -2.024 1.120 -6.792
H72 -1.067 4.925 -4.944
C47 2.462 3.110 -4.894
H73 2.240 2.350 -0.435
H74 0.528 4.068 3.783
H75 -0.685 -2.623 7.935
C48 -2.022 -6.131 -0.108
H76 -1.928 -3.830 2.289
O6 4.182 0.866 3.615
C49 -1.201 -7.206 -0.263
H77 4.414 -1.242 3.491
H78 -2.656 -1.471 -3.940
H79 1.141 2.759 -1.815
H80 -0.993 -9.054 5.589
C50 -1.465 2.829 -4.824
C51 1.251 2.159 -0.883
H81 0.628 -4.112 6.578
C52 1.571 3.347 -7.093
C53 -0.880 -5.842 4.498
H82 -3.258 -5.341 2.803
C54 -0.473 -0.981 6.541
C55 3.620 -4.869 2.019
H83 3.441 -1.645 5.689
C56 1.028 0.656 -1.231
H84 4.810 1.413 -1.755
C57 4.335 -1.237 -4.449
H85 -1.051 -4.785 4.677
H86 -2.417 -3.789 -3.115
H87 -0.044 7.690 5.320
H88 4.833 -0.586 5.800
H89 -4.242 -1.030 -2.450
C58 2.113 2.550 -6.082
C59 4.236 0.963 2.195
H90 4.940 0.198 1.773
C60 4.264 -0.642 -2.154
H91 1.764 1.988 3.450
H92 -2.262 0.759 2.646
C61 -3.376 -3.448 -3.647
H93 3.237 0.767 1.667
H94 -0.505 3.630 2.411
F4 -1.184 -0.155 7.292
F5 3.252 -4.574 -1.577
C62 -4.101 -1.927 -1.883
H95 -0.612 4.233 -3.455
H96 -5.147 -2.920 -0.188
H97 -1.536 4.221 5.296
H98 -3.060 -1.945 -1.567
H99 -1.531 1.251 0.142
H100 2.217 1.489 -6.193
C63 -0.258 -2.270 7.033
H101 -3.992 0.981 2.085
O7 -3.553 1.518 -0.377
C64 -4.111 1.392 -6.890
H102 -0.187 0.484 4.993
H103 -3.080 -0.348 1.426
C65 -5.104 -1.954 -0.711
H104 3.431 7.683 2.617
H105 -4.012 6.724 1.173
C66 3.119 6.659 2.392
H106 -0.052 8.180 3.676
H107 3.730 -2.654 -2.915
H108 2.358 -1.960 1.444
C67 1.888 5.279 -5.743
H109 -2.401 -3.987 -0.498
H110 -5.027 1.367 -6.282
H111 -3.661 3.119 5.921
H112 0.903 5.307 -7.674
H113 0.837 -1.238 3.458
H114 -3.987 -2.064 -5.016
H115 -2.382 2.151 -2.009
F6 0.105 -5.094 2.537
C68 0.621 -0.946 -5.187
F7 -0.327 -3.682 -2.024
C69 -0.235 -8.453 3.740
H116 -0.633 2.671 -5.487
C70 -1.408 4.191 -4.225
H117 -4.713 -1.327 0.109
C71 -3.771 5.752 0.720
C72 -0.798 -8.210 4.999
C73 4.674 0.650 -2.487
H118 -5.429 2.174 -2.190
H119 5.458 -3.166 -0.948
C74 -4.233 -4.857 2.591
H120 2.332 -5.674 0.452
H121 5.050 0.314 -5.805
C75 3.805 -0.674 5.455
C76 1.618 -3.211 -6.130
O8 -1.667 6.654 0.060
H122 -2.215 2.016 6.265
H123 1.184 -4.051 -4.205
C77 -3.036 -2.316 -4.539
H124 -0.107 5.684 -0.904
H125 -4.656 -4.639 3.583
C78 2.358 4.482 -4.751
O9 -3.958 -3.631 1.990

* total energy: -4423.059083 a.u.
* Kohn-Sham gap: 9.7 eV
* lowest unoccupied orbital energy: 0.51 eV

***

# 6
Computed, not measured: a cluster of 7 separate species, C36H66N13O3 in total, with ωB97M-V with the def2-TZVPD basis set.

Geometry (Å):
H1 -3.443 7.293 4.377
H2 -6.051 8.973 6.673
N1 -5.564 -5.717 0.544
C1 -6.120 5.608 4.872
H3 1.789 -0.025 6.511
C2 -7.508 -5.141 2.216
C3 8.149 -3.108 -6.218
H4 9.786 1.862 0.132
H5 12.407 1.029 -1.386
N2 9.275 -2.073 -0.074
H6 1.418 4.113 7.128
H7 -6.765 7.965 3.926
H8 10.699 -2.100 -6.241
C4 -7.618 -0.182 -7.302
H9 8.442 -3.454 -1.435
H10 0.269 -1.405 7.050
H11 7.313 -2.477 -0.507
H12 -10.411 -0.400 -5.445
C5 -3.687 -4.649 -2.439
O1 0.142 -0.092 -0.633
C6 -9.587 -0.912 -5.943
H13 10.175 -0.558 -6.421
H14 5.156 -0.309 -7.234
C7 -5.383 1.688 -5.326
H15 3.829 -2.407 -5.230
H16 8.788 -3.880 -5.817
N3 0.639 0.002 0.466
N4 0.313 1.005 7.830
H17 -9.876 -1.401 -6.873
H18 -6.422 2.925 5.068
H19 -7.582 -4.286 1.543
N5 8.658 -1.964 -6.824
H20 8.248 -0.307 -0.647
H21 10.755 -3.476 0.632
H22 -5.325 8.754 4.493
C8 6.781 -3.107 -6.169
C9 10.531 -2.439 0.431
H23 -5.593 0.608 -7.749
H24 3.982 2.774 6.293
C10 3.150 2.229 5.848
C11 -4.246 -5.526 1.014
N6 6.433 -1.840 -6.755
H25 -5.374 3.227 -3.783
C12 9.138 -0.703 -0.181
H26 -7.165 5.508 5.124
H27 -5.022 2.485 -5.976
H28 11.465 2.427 -1.825
C13 11.175 -1.198 0.739
H29 -1.556 0.415 8.678
C14 7.569 -1.149 -7.050
H30 -6.145 3.225 3.377
C15 11.394 1.429 -1.393
H31 -3.207 4.359 4.110
H32 -6.472 2.010 -3.330
H33 -8.507 -5.378 2.582
C16 -6.709 -6.234 1.350
H34 7.569 -0.156 -7.476
H35 -2.428 -5.030 -0.109
C17 -4.063 6.421 4.530
H36 -7.143 7.551 6.648
C18 -6.034 7.962 4.734
H37 -7.478 -6.469 0.614
C19 0.091 2.383 7.884
H38 -3.035 -3.776 -2.453
C20 -0.695 -1.314 7.549
N7 -8.423 -0.171 -6.161
C21 -6.657 8.319 6.045
O2 -0.103 -0.099 1.464
N8 -4.272 -4.969 -1.169
H39 12.185 -1.149 1.116
H40 -6.959 -4.719 3.058
H41 -4.688 2.643 4.319
C22 8.254 -3.025 -0.450
H42 3.401 1.373 5.222
H43 -9.390 -1.782 -5.317
H44 -4.457 -4.532 -3.202
N9 -5.337 4.567 4.512
H45 4.545 -1.812 -7.613
C23 1.446 0.912 6.923
H46 5.947 -3.691 -5.808
H47 -0.935 -2.295 7.959
H48 -4.652 0.880 -5.296
C24 -7.771 0.735 -5.277
H49 -1.474 -1.134 6.809
C25 10.681 1.242 0.086
N10 10.345 -0.168 0.233
C26 -0.553 0.018 8.519
H50 8.170 -3.697 0.404
N11 -6.536 1.014 -5.841
H51 -4.759 1.830 -3.040
H52 11.326 1.481 0.931
C27 10.092 -1.517 -6.933
N12 -5.352 6.721 4.907
N13 1.993 2.091 6.718
H53 -3.980 -5.626 2.056
C28 -5.644 3.165 4.343
C29 -4.005 5.028 4.400
C30 -3.502 -5.138 -0.079
H54 -6.466 -7.190 1.814
H55 3.576 -0.653 -5.453
H56 -2.967 -5.432 -2.676
H57 -0.705 2.725 8.528
H58 -7.421 9.053 5.790
H59 2.943 2.899 5.013
H60 -7.970 -0.618 -8.225
C31 -5.491 2.143 -3.784
H61 10.833 0.838 -2.117
H62 -0.070 -0.251 9.458
H63 -8.006 0.994 -4.256
C32 -5.508 -5.429 -0.783
H64 4.980 -1.134 -4.779
C33 -6.444 0.459 -7.100
H65 10.449 -1.571 -7.961
H66 -6.368 -5.343 -1.430
O3 1.861 0.139 0.574
C34 1.125 3.076 7.203
C35 5.114 -1.319 -6.824
C36 4.288 -1.472 -5.550

* ΔE to the lowest compared entry with this formula, charge and spin: 3.5491 eV
* net charge: +5
* total energy: -2346.985999 a.u.
* Kohn-Sham gap: 5.8 eV
* lowest unoccupied orbital energy: -7.76 eV